[1]
{
  "formula": "C16H48BF4O8",
  "method": "the ωB97M-V functional and the def2-TZVPD basis",
  "species": ["B", "F", "F", "F", "F", "C", "C", "O", "H", "H", "H", "H", "H", "H", "C", "C", "O", "H", "H", "H", "H", "H", "H", "C", "C", "O", "H", "H", "H", "H", "H", "H", "C", "C", "O", "H", "H", "H", "H", "H", "H", "C", "C", "O", "H", "H", "H", "H", "H", "H", "C", "C", "O", "H", "H", "H", "H", "H", "H", "C", "C", "O", "H", "H", "H", "H", "H", "H", "C", "C", "O", "H", "H", "H", "H", "H", "H"],
  "positions_angstrom": [[0.0920, 1.2931, -0.6732], [-1.0571, 1.0281, -1.2994], [0.8292, 0.1432, -0.4363], [0.8783, 2.0989, -1.4243], [-0.0972, 1.9395, 0.5235], [5.1994, -2.2880, -4.7023], [3.7948, -2.3283, -5.2534], [2.8375, -2.8736, -4.3463], [5.3947, -3.1930, -4.1271], [5.4855, -1.4596, -4.0543], [5.8715, -2.1310, -5.5460], [3.7879, -2.9380, -6.1569], [3.4715, -1.3170, -5.5003], [2.8781, -2.2985, -3.5787], [1.5153, -7.0184, 1.5881], [2.9537, -7.3272, 1.1232], [3.2566, -8.6376, 1.4307], [1.3799, -5.9453, 1.4531], [1.3175, -7.3703, 2.6006], [0.7955, -7.5548, 0.9698], [3.6557, -6.5822, 1.4978], [3.0188, -7.1621, 0.0478], [2.8503, -9.0579, 0.6693], [-3.1176, -1.9518, 6.0731], [-3.9684, -1.9788, 4.7690], [-3.9408, -0.8112, 3.9935], [-3.0106, -2.9574, 6.4800], [-3.6519, -1.3826, 6.8338], [-2.1794, -1.4549, 5.8261], [-4.9982, -2.2735, 4.9706], [-3.4949, -2.7735, 4.1926], [-3.1630, -0.7422, 3.4350], [-1.1758, 3.5712, -9.2601], [-1.1070, 3.4939, -7.7263], [-1.4898, 2.2615, -7.1761], [-1.1858, 4.5996, -9.6210], [-2.0706, 3.0927, -9.6580], [-0.3472, 2.9487, -9.5978], [-1.8587, 4.1703, -7.3194], [-0.1863, 3.9163, -7.3237], [-1.3119, 2.3094, -6.2339], [-6.3315, -3.8638, -1.8114], [-4.8645, -4.1668, -2.2218], [-4.5241, -5.5094, -2.2004], [-6.4289, -4.1009, -0.7520], [-7.0414, -4.4193, -2.4243], [-6.6353, -2.8390, -2.0246], [-4.0959, -3.6211, -1.6745], [-4.7448, -3.7586, -3.2254], [-3.6847, -5.6624, -2.6405], [4.0399, 6.7782, 5.8925], [3.3306, 6.0825, 4.7245], [2.2083, 5.3148, 5.1866], [4.9074, 7.3602, 5.5816], [4.2439, 6.1752, 6.7773], [3.3652, 7.5572, 6.2475], [3.9570, 5.3405, 4.2293], [3.1200, 6.7608, 3.8977], [1.8709, 4.9180, 4.3802], [-4.7328, 7.6541, -1.7060], [-3.8137, 6.5076, -1.4100], [-2.5043, 6.8587, -1.8868], [-4.9639, 7.7967, -2.7617], [-4.3918, 8.6291, -1.3580], [-5.7036, 7.4677, -1.2468], [-4.1725, 5.5743, -1.8439], [-3.7024, 6.3041, -0.3449], [-1.9259, 6.1332, -1.6405], [3.8694, -2.1314, 6.2634], [4.0270, -1.0357, 5.1511], [4.5079, -1.5085, 3.9362], [4.8320, -2.6118, 6.4385], [3.1756, -2.9200, 5.9720], [3.5261, -1.7472, 7.2239], [4.6100, -0.2458, 5.6248], [3.0158, -0.7228, 4.8913], [3.8035, -1.4061, 3.2921]],
  "forces_ev_per_a": [[1.479, -0.085, 0.911], [-2.482, -0.657, -1.116], [0.436, -1.675, 0.333], [1.372, 1.737, -1.925], [-0.789, 0.682, 1.806], [0.558, 0.175, 0.029], [-0.383, 0.411, 0.396], [0.439, -0.081, -0.227], [0.287, -0.194, -0.382], [-0.724, 0.218, 0.264], [0.286, -0.571, -0.064], [-0.202, -0.056, 0.095], [0.017, 0.115, -0.383], [-0.315, -0.007, 0.296], [0.597, 0.187, -0.565], [-1.383, 1.846, -0.033], [0.697, -1.097, -0.288], [-0.477, 0.009, 0.309], [0.326, 0.387, 0.147], [-0.022, 0.078, -0.238], [0.195, -0.424, 0.681], [-0.125, -0.005, -0.310], [0.189, -0.971, 0.296], [-1.276, 0.761, -0.523], [1.506, -1.129, 0.188], [-0.677, 0.786, 0.351], [0.326, -0.031, -0.227], [0.210, 0.268, 0.081], [0.159, -0.281, 0.319], [-0.042, 0.276, -0.061], [-0.325, -0.365, -0.283], [0.125, -0.264, 0.131], [0.186, -1.243, 0.898], [-1.660, 1.888, 0.189], [0.648, -1.008, -0.487], [0.476, -0.102, 0.094], [-0.197, -0.007, 0.293], [0.194, 0.442, -0.619], [-0.165, 0.708, -0.232], [0.542, -0.517, -0.226], [-0.019, -0.173, 0.118], [0.975, -0.584, 0.022], [-0.162, 1.953, -1.000], [-0.583, -1.665, 0.274], [-0.468, 0.078, -0.059], [0.192, -0.564, 0.181], [0.581, 0.236, 0.349], [-0.437, 0.384, 0.676], [-0.069, -0.074, -0.458], [-0.020, 0.246, 0.021], [-1.044, 0.757, -0.258], [1.008, -1.204, 0.249], [0.096, 0.980, -0.170], [0.259, -0.465, -0.164], [0.181, -0.379, -0.420], [-0.260, 0.055, 0.146], [0.721, 0.020, 0.177], [-0.586, 0.506, 0.324], [-0.386, -0.290, 0.101], [-0.959, 0.330, -0.046], [0.978, 0.245, 0.109], [-0.383, -0.239, -0.176], [0.339, -0.308, -0.195], [0.312, -0.202, 0.264], [-0.074, -0.010, 0.195], [-0.032, -0.010, -0.341], [-0.406, 0.212, 0.265], [0.251, -0.057, -0.073], [0.441, -0.090, -0.840], [-1.949, -0.845, 1.601], [1.119, -0.521, -0.550], [0.117, -0.014, 0.002], [-0.048, 0.044, -0.185], [-0.012, 0.386, -0.137], [0.187, 0.303, -0.631], [-0.097, 0.801, 0.802], [0.226, -0.046, -0.093]],
  "e_tot_ha": -1664.7904,
  "homo_energy_ev": -7.681,
  "charge": -1
}

---

[2]
{
  "formula": "C16H48O16",
  "method": "the ωB97M-V functional and the def2-TZVPD basis",
  "species": ["O", "C", "C", "O", "H", "H", "H", "H", "H", "H", "O", "C", "C", "O", "H", "H", "H", "H", "H", "H", "O", "C", "C", "O", "H", "H", "H", "H", "H", "H", "O", "C", "C", "O", "H", "H", "H", "H", "H", "H", "O", "C", "C", "O", "H", "H", "H", "H", "H", "H", "O", "C", "C", "O", "H", "H", "H", "H", "H", "H", "O", "C", "C", "O", "H", "H", "H", "H", "H", "H", "O", "C", "C", "O", "H", "H", "H", "H", "H", "H"],
  "positions_angstrom": [[-0.3418, 0.1419, 1.5371], [-0.2686, -1.2634, 1.3119], [1.1051, -1.5661, 0.7801], [1.0037, -2.7408, 0.0302], [-0.5080, 0.4024, 0.5804], [-0.4754, -1.8851, 2.1761], [-0.9713, -1.6507, 0.5578], [1.7038, -1.6616, 1.7260], [1.5296, -0.7574, 0.1497], [1.8273, -3.0323, -0.3747], [2.8913, 2.3503, 3.7053], [2.0538, 1.2474, 3.5752], [0.7821, 1.5854, 4.3913], [-0.1415, 0.6112, 4.2319], [2.8340, 2.6305, 4.5966], [1.8777, 1.2111, 2.5307], [2.6122, 0.3135, 3.9547], [0.2440, 2.4515, 3.9720], [1.0518, 1.6960, 5.4394], [-0.1725, 0.5356, 3.2452], [-4.5322, -1.7793, 0.9559], [-3.6064, -1.9017, 2.0430], [-4.0072, -0.8243, 3.0538], [-4.1569, 0.4382, 2.4734], [-5.4024, -2.0262, 1.3604], [-3.5359, -2.8714, 2.4873], [-2.6330, -1.5844, 1.7073], [-3.2976, -0.7861, 3.8678], [-4.9395, -1.0091, 3.5696], [-4.9618, 0.4842, 1.9317], [4.3035, 0.9941, 1.1841], [5.1126, 0.2236, 0.2388], [4.5722, 0.3339, -1.1848], [5.2352, -0.5353, -2.0940], [4.8495, 1.1172, 1.8816], [6.1598, 0.4782, 0.2558], [5.2472, -0.8461, 0.5294], [4.8083, 1.4283, -1.5811], [3.5227, 0.3546, -1.2977], [6.1755, -0.2994, -2.1157], [-2.8027, 2.4557, -0.4111], [-2.5908, 3.7347, -0.9702], [-3.7309, 4.6804, -0.6856], [-3.3934, 5.8932, -1.3066], [-2.2683, 1.7583, -0.8213], [-1.6592, 4.1949, -0.6676], [-2.4347, 3.6648, -1.9617], [-3.9564, 4.7464, 0.3031], [-4.5509, 4.3026, -1.2249], [-4.1715, 6.4209, -1.6116], [-0.7111, 0.7924, -1.0404], [0.1901, 1.7849, -1.2902], [0.6812, 2.5157, -0.0627], [1.3991, 3.6375, -0.4169], [-1.0031, 0.5310, -1.8618], [1.0969, 1.3084, -1.7690], [-0.2307, 2.4761, -2.0235], [1.3611, 1.9778, 0.5780], [-0.0285, 2.7360, 0.7271], [0.8679, 4.2940, -0.8439], [0.9184, -2.1689, -4.0805], [1.8385, -1.8263, -3.1189], [2.6894, -3.0770, -2.7950], [3.4895, -2.9193, -1.5943], [0.3218, -1.4876, -4.2141], [2.4032, -0.9114, -3.4978], [1.2036, -1.4813, -2.3021], [3.3843, -3.3315, -3.6233], [2.1336, -3.9653, -2.6189], [4.1046, -2.2466, -1.7893], [-0.5292, -3.9102, -2.4824], [-1.8997, -3.8286, -2.6411], [-2.5591, -2.9146, -1.5700], [-4.0138, -2.8887, -1.5994], [-0.0223, -3.1193, -2.6617], [-2.1315, -3.5366, -3.7026], [-2.3049, -4.8493, -2.5357], [-2.1057, -1.9088, -1.7256], [-2.1386, -3.2112, -0.5899], [-4.3970, -2.3312, -0.8802]],
  "forces_ev_per_a": [[-0.911, -0.544, -1.549], [0.137, -0.378, -0.931], [1.155, -0.259, 0.781], [-0.474, -0.744, -0.033], [0.014, 0.315, 1.805], [0.084, 0.424, 0.592], [-0.124, 0.635, -0.026], [0.333, -0.039, -1.031], [-0.330, -0.013, 0.462], [0.420, 0.356, 0.261], [1.431, 0.708, -1.103], [0.368, -0.140, 1.905], [0.816, 0.451, -1.183], [-1.460, -2.574, -0.805], [0.168, 0.617, 1.352], [-0.490, -0.713, -0.917], [-1.214, 0.930, -0.574], [1.198, 0.850, 0.412], [-0.081, 0.237, 0.205], [-0.726, -0.389, 0.871], [-1.093, -1.013, 0.700], [-0.430, 2.266, 0.255], [-0.519, -0.364, 0.399], [0.336, 0.837, -0.405], [0.925, 0.253, -0.804], [-0.188, -0.829, 0.135], [0.119, -0.173, -0.523], [0.612, 0.338, 0.014], [-0.613, -0.874, 0.099], [0.568, -0.303, 0.235], [-1.385, -1.709, -4.823], [-0.795, -1.017, 0.574], [2.478, 3.804, -0.736], [-0.275, -0.525, 0.265], [2.337, 0.924, 3.755], [0.462, 1.096, -0.097], [-1.057, 0.309, -0.052], [-0.353, -1.757, 1.032], [-1.238, -1.049, 0.102], [-0.437, -0.107, 0.013], [-0.569, 0.147, 0.432], [0.338, -0.200, 2.617], [0.771, -0.575, -3.113], [-0.095, 1.847, -0.422], [-0.096, 0.614, 0.286], [0.483, 0.220, 0.947], [-0.090, -0.235, -3.870], [-0.486, 0.386, 3.038], [-1.491, -0.870, -0.310], [0.906, -1.027, 0.651], [-0.628, -0.619, 2.749], [2.887, 0.828, -0.984], [-0.085, -0.057, 1.388], [1.375, 0.592, -0.347], [-1.282, -1.628, -2.645], [-0.586, 0.671, 0.241], [0.093, 0.399, 0.108], [0.628, -0.977, -0.480], [-1.284, 0.253, -0.439], [-0.682, 0.520, -0.294], [0.628, -2.934, -1.696], [0.784, 1.350, 0.468], [1.684, 0.906, 0.146], [-1.920, -1.029, -0.356], [-1.700, 2.047, -0.541], [0.131, -1.231, 0.714], [0.801, -0.064, 1.093], [-0.523, 0.416, 0.146], [-1.086, -0.449, 0.037], [1.541, 1.421, -0.172], [0.709, -1.101, 0.942], [-1.578, 0.087, -0.753], [-0.022, 0.574, 0.152], [1.148, 0.029, -0.225], [-0.545, 0.273, -0.376], [-0.200, 0.150, 0.896], [0.208, 0.320, 0.071], [-0.496, -0.057, -0.064], [-0.464, -0.238, -0.277], [1.025, -0.598, -0.388]],
  "e_tot_ha": -1841.9826,
  "homo_energy_ev": -9.207,
  "smiles": "OCCO.OCCO.OCCO.OCCO.OCCO.OCCO.OCCO.OCCO"
}

---

[3]
{
  "formula": "C16H48O16",
  "method": "the ωB97M-V functional and the def2-TZVPD basis",
  "species": ["O", "C", "C", "O", "H", "H", "H", "H", "H", "H", "O", "C", "C", "O", "H", "H", "H", "H", "H", "H", "O", "C", "C", "O", "H", "H", "H", "H", "H", "H", "O", "C", "C", "O", "H", "H", "H", "H", "H", "H", "O", "C", "C", "O", "H", "H", "H", "H", "H", "H", "O", "C", "C", "O", "H", "H", "H", "H", "H", "H", "O", "C", "C", "O", "H", "H", "H", "H", "H", "H", "O", "C", "C", "O", "H", "H", "H", "H", "H", "H"],
  "positions_angstrom": [[0.5223, 2.5492, 3.6875], [1.8232, 2.9935, 4.1575], [2.9165, 1.9309, 4.0054], [3.4733, 1.7611, 2.7782], [0.5791, 2.2447, 2.7788], [2.0245, 3.8198, 3.4757], [1.8356, 3.4653, 5.1400], [2.5844, 1.0575, 4.5666], [3.7054, 2.2426, 4.6899], [4.3617, 2.1242, 2.7541], [0.2623, 1.4442, -3.6314], [-1.0062, 2.0751, -3.9773], [-2.0524, 0.9541, -3.8024], [-1.7212, -0.1465, -4.5473], [0.8010, 2.0216, -3.0854], [-1.1290, 2.8776, -3.2500], [-1.1092, 2.4338, -5.0015], [-3.0656, 1.2392, -4.0853], [-2.2347, 0.5926, -2.7904], [-0.7751, -0.2313, -4.4084], [4.6748, 2.0335, -4.4067], [3.4958, 1.2729, -4.1921], [3.2125, 1.1753, -2.7383], [2.5925, 2.3434, -2.2732], [4.8411, 2.0975, -5.3500], [2.6291, 1.6626, -4.7259], [3.5655, 0.2468, -4.5531], [4.0582, 0.8991, -2.1086], [2.5075, 0.3678, -2.5406], [3.2392, 3.0525, -2.2493], [1.1110, 5.5069, -1.1403], [0.9198, 4.3341, -0.3020], [-0.2894, 4.5753, 0.5836], [-0.1227, 5.7843, 1.3980], [0.8660, 6.2903, -0.6425], [0.7056, 3.3970, -0.8160], [1.8311, 4.1869, 0.2776], [-0.5983, 3.8353, 1.3219], [-1.1689, 4.6927, -0.0496], [-0.7976, 5.5801, 2.0494], [1.2641, 1.4054, 0.9959], [1.5091, 0.0982, 0.4271], [0.2414, -0.4665, -0.2706], [-0.6169, -1.1940, 0.6041], [2.0032, 1.6380, 1.5627], [2.2488, 0.2281, -0.3628], [1.8782, -0.5504, 1.2216], [0.5820, -1.2509, -0.9465], [-0.2847, 0.2828, -0.8621], [-0.7940, -2.0502, 0.2076], [-0.7236, -4.6506, -1.8752], [-1.2066, -5.9888, -2.2144], [-2.7623, -5.9388, -2.4233], [-3.4285, -5.7214, -1.1596], [-0.9247, -4.5838, -0.9388], [-0.8332, -6.2626, -3.2011], [-0.8224, -6.7473, -1.5324], [-3.1027, -6.8868, -2.8399], [-3.1217, -5.1610, -3.0971], [-3.8489, -4.8700, -1.3006], [-1.3935, -4.0044, 0.6162], [-0.4640, -4.5846, 1.4783], [-0.3097, -3.8834, 2.8145], [-1.5047, -4.2331, 3.5777], [-2.2605, -4.3562, 0.8311], [-0.8177, -5.5772, 1.7569], [0.5335, -4.7085, 1.0567], [-0.3394, -2.8251, 2.5554], [0.6579, -4.1235, 3.2552], [-2.2809, -4.2715, 3.0141], [-2.0557, 0.9959, 1.9031], [-2.1149, 0.3071, 3.1304], [-3.3526, -0.6601, 3.2633], [-4.4806, 0.1287, 3.7808], [-1.3663, 0.6397, 1.3379], [-1.1360, -0.1420, 3.2984], [-2.0672, 1.1260, 3.8482], [-3.2312, -1.3652, 4.0856], [-3.5845, -1.2407, 2.3704], [-4.7578, 0.6651, 3.0344]],
  "forces_ev_per_a": [[0.235, 0.077, 1.776], [-0.391, 0.062, -2.650], [-0.178, 1.499, 4.066], [0.103, -0.776, -2.246], [0.123, -0.091, -0.311], [0.727, 0.307, -0.007], [-0.684, -0.696, 0.216], [-0.313, -0.806, -0.947], [0.270, 0.398, 0.191], [-0.172, 0.004, -0.044], [-0.755, -0.044, -1.065], [-0.157, -1.139, 1.649], [-1.154, 1.002, 0.903], [0.669, -1.033, -1.284], [0.182, 0.382, 0.069], [-0.482, 0.193, -0.267], [0.680, 0.049, -0.076], [0.065, 0.548, -0.469], [0.643, 0.564, 0.747], [0.345, -0.457, -0.126], [-0.067, -0.011, 0.126], [0.160, -0.890, -0.623], [-0.481, -0.411, 0.507], [-0.356, 0.593, 0.691], [-0.021, 0.044, -0.037], [-0.071, 0.411, 0.194], [0.556, -0.255, -0.250], [0.544, 0.234, -0.286], [-0.263, -0.006, -0.368], [-0.004, 0.215, -0.065], [-0.088, -1.431, -0.346], [-0.524, 1.057, 0.978], [-0.213, 0.706, 0.614], [-0.181, -0.845, -0.702], [-0.071, -0.053, 0.350], [0.303, 0.392, -0.719], [0.005, -0.114, 0.179], [0.705, -0.874, -0.441], [-0.033, 0.233, -0.345], [0.106, 0.814, 0.502], [-0.854, -0.501, -0.334], [-0.934, 0.907, -0.234], [1.179, -1.111, 0.348], [-0.110, 0.749, 0.545], [0.660, -0.101, -0.062], [0.232, -0.180, 0.072], [-0.074, -0.351, -0.217], [0.459, 0.434, -0.571], [-0.042, 0.253, 0.186], [-0.274, -0.110, 0.091], [-0.103, -1.878, -0.767], [-1.078, 1.819, -1.330], [0.852, -0.752, 1.187], [0.084, 0.271, -0.402], [-0.150, 0.485, 0.279], [0.407, 0.218, -0.060], [-0.499, 0.015, 0.329], [0.009, -0.213, 0.083], [0.755, 0.089, -0.248], [-0.237, -0.005, 0.472], [-0.199, 0.722, -0.207], [1.264, -1.412, 1.661], [-2.137, 0.416, -1.456], [1.513, 0.200, 0.886], [-0.189, -0.055, -0.321], [0.169, -0.389, -0.261], [-0.210, 0.288, -0.779], [0.191, 0.340, 0.469], [-0.575, -0.340, 0.661], [0.184, 0.244, -0.180], [-0.529, 0.550, -0.821], [0.461, -0.339, -0.127], [0.374, 1.709, 1.905], [0.521, -0.794, -1.184], [-0.152, -0.383, 0.115], [-0.129, -0.871, -0.035], [-0.948, -0.359, 0.622], [0.547, -0.114, -0.124], [0.012, 0.400, -0.287], [-0.209, 0.298, 0.015]],
  "e_tot_ha": -1842.0400,
  "homo_energy_ev": -9.477,
  "smiles": "OCCO.OCCO.OCCO.OCCO.OCCO.OCCO.OCCO.OCCO"
}

---

Q: Which LUMO level values were calculated for the entries above? A: 0.0795, -0.0053, 0.0093, in hartree.
Q: Which ΔE to the lowest compared entry with this formula, charge and spin values were calculated for the entries above? A: 3.5199, 4.3644, 2.8036, in eV.
Q: Which frontier orbital gap values were calculated for the entries above? A: 9.84, 9.06, 9.73, in eV.